1.
Entry from the Open Molecules 2025 dataset: a molecular structure, C15H34NO2P2SiW in a non-equilibrium geometry (ωB97M-V/def2-TZVPD).

XYZ file:
```
56
Properties=species:S:1:pos:R:3:lowdin_charge:R:1
W 0.03194 -0.51756 -1.10913 1.24
P 1.96060 -0.57243 0.04053 0.78
P -1.41866 1.07707 -0.43719 0.78
Si -1.52993 -3.06377 0.77163 0.43
O 1.83506 4.70044 1.89868 -0.06
O -1.29635 0.42114 3.10797 -0.06
N 1.00896 1.04922 -2.11346 -0.11
C 2.88967 2.15411 -2.96382 0.05
C -0.88331 -2.33560 -0.86944 -0.41
C 2.34630 1.19693 -2.11615 -0.27
C 2.04168 2.93738 -3.73849 0.05
C -1.25087 1.73697 -2.19182 -0.23
C 2.05682 0.41700 1.55599 -0.18
C 3.08366 0.29124 -1.17573 -0.20
C -1.95142 -4.85466 0.42007 -0.15
C 0.66168 2.83510 -3.58627 0.05
C -0.30847 -3.01860 2.18080 -0.16
C -3.20039 0.89028 -0.21220 -0.18
C 2.79261 -2.13427 0.40643 -0.17
C -3.07414 -2.18725 1.33366 -0.17
C 0.16616 1.95000 -2.64882 -0.30
C -1.01355 2.52932 0.57456 -0.18
H 1.88604 5.44429 1.31578 0.03
H -2.83402 -1.28484 1.90869 0.01
H 2.05541 -2.92214 0.60793 0.03
H -0.03944 3.45035 -4.14675 0.15
H -2.67500 -4.93973 -0.39996 0.05
H -0.22478 -2.02470 2.63722 0.02
H -1.73149 -2.31091 -1.59019 0.05
H 1.11226 0.37861 2.12486 0.04
H -1.78841 2.69698 -2.16757 0.13
H 0.06597 2.63955 0.73572 0.05
H -2.10675 0.90148 3.18404 0.03
H 2.30022 1.46233 1.31165 0.07
H 0.69064 -3.36970 1.90653 0.01
H -0.68715 -3.70604 2.95388 0.07
H 2.87185 -0.01855 2.15600 0.08
H 3.40668 -2.43731 -0.45630 0.08
H -1.39549 3.42394 0.05959 0.09
H -1.05709 -5.42715 0.14509 0.05
H -3.73110 -1.92160 0.49812 0.04
H 2.46016 3.65260 -4.44513 0.15
H 2.60286 4.79184 2.49027 0.06
H -1.80082 1.09489 -2.89974 0.12
H -1.49340 2.40319 1.55483 0.06
H -0.83748 0.58347 3.94902 0.08
H -3.68694 1.84488 -0.45869 0.10
H -3.39568 0.62373 0.83428 0.06
H -3.63897 -2.86193 1.99241 0.07
H 3.43509 -2.01211 1.29378 0.09
H 3.97403 2.25310 -2.99710 0.15
H 3.80812 0.84063 -0.62834 0.11
H -3.58531 0.09751 -0.86557 0.07
H 3.64010 -0.47335 -1.74078 0.12
H -0.15589 -3.05664 -1.30306 0.05
H -2.39232 -5.31870 1.31167 0.06
```

The charge is +3. The multiplicity is 3. The relative energy (zero: lowest compared OMol25 entry of this formula, charge and spin) comes out at 0.0 kJ/mol. The value obtained for the HOMO-LUMO gap (alpha / beta) is 5.933 / 6.456 eV. As for the strongest force on any atom: 4.35 eV/A. Its expectation value of S² is 2.05.

=====

2.
Entry from the Open Molecules 2025 dataset: 5 unconnected molecules or ions with the total composition C15H34O6PS (ωB97M-V/def2-TZVPD).

XYZ file:
```
57
Properties=species:S:1:pos:R:3:lowdin_charge:R:1
S 2.11231 1.35070 -2.05944 0.21
P 0.82983 2.66622 -0.49710 0.33
O 2.97482 -0.87035 3.25216 0.07
O -2.91921 1.78447 -5.48789 0.04
O -2.73176 3.43099 -1.66117 0.07
O 2.32552 3.46561 -0.14727 -0.39
O 1.53909 -6.29786 3.15417 0.07
O 1.20483 1.49015 0.70521 -0.39
C 3.18623 -1.97614 2.81964 -0.50
C 3.46427 -2.20611 1.35164 -0.01
C -3.39820 4.30621 -2.15757 -0.49
C -3.78848 4.31371 -3.62135 -0.02
C 0.61935 -6.77620 3.77203 -0.50
C 3.16572 -3.20323 3.70430 -0.03
C -0.18134 3.74177 0.68775 -0.23
C -2.30324 0.79888 -5.14356 -0.49
C -0.70901 -6.06851 3.89531 -0.02
C -1.13099 0.87657 -4.21577 -0.03
C -2.70838 -0.57944 -5.62260 -0.03
C 2.27354 1.80381 1.54459 -0.28
C -3.88108 5.47360 -1.32035 -0.03
C 0.73756 -8.11431 4.46550 -0.03
C 2.78400 3.20325 1.13927 -0.29
H 3.43153 -1.26003 0.81585 0.08
H -0.17329 4.78519 0.36212 0.02
H -2.94546 -1.21161 -4.76516 0.08
H 4.44084 -2.67849 1.22328 0.08
H 2.94824 -2.90752 4.72863 0.08
H -1.21052 3.37771 0.68625 0.01
H 2.41013 -3.90852 3.35414 0.06
H -3.50133 6.41048 -1.73293 0.08
H -3.57220 -0.50746 -6.27981 0.07
H 3.05350 1.04098 1.46387 0.08
H 1.73194 -8.52362 4.30805 0.08
H -0.93136 1.89902 -3.91067 0.08
H -4.97215 5.52433 -1.33900 0.08
H -3.53044 5.35592 -0.29800 0.08
H -1.50595 -6.69310 3.48726 0.08
H -0.94149 -5.88825 4.94656 0.08
H 2.40606 3.95291 1.85059 0.09
H -0.67504 -5.12259 3.36144 0.08
H -1.31972 0.28827 -3.31668 0.09
H -1.87683 -1.04816 -6.15210 0.08
H 0.55099 -7.99878 5.53477 0.08
H -0.01231 -8.80547 4.07619 0.08
H -3.40950 5.21801 -4.10258 0.08
H 1.94750 1.82282 2.59167 0.10
H -0.27600 1.88083 -0.89643 -0.03
H 3.87788 3.25218 1.14447 0.11
H -3.37190 3.43658 -4.10466 0.04
H 1.38044 0.23941 -1.93075 -0.30
H -4.87608 4.31609 -3.72003 0.08
H 2.71662 -2.88401 0.93501 0.09
H 0.65868 3.57508 -1.57642 -0.02
H 0.18971 3.70313 1.71440 0.01
H 4.12889 -3.71592 3.66552 0.08
H -0.23677 0.46085 -4.68238 0.08
```

The charge is -1. The value obtained for the HOMO-LUMO gap is 5.625 eV. As for the strongest force on any atom: 0.71 eV/A.

=====

3.
Entry from the Open Molecules 2025 dataset: a molecular structure, C15H35BBrCuFN2NbO3 in a non-equilibrium geometry (ωB97M-V/def2-TZVPD).

XYZ file:
```
60
Properties=species:S:1:pos:R:3:lowdin_charge:R:1
Nb -1.17051 0.43849 -1.18528 1.75
Br -5.62213 -0.56318 -3.23910 0.72
Cu -4.58671 -0.20532 -5.79039 0.51
F -2.25444 1.04596 0.58448 -0.52
O -0.50184 -1.35568 -0.28749 -0.40
O 1.11707 1.24022 3.39513 -0.16
O -0.03611 -1.61745 -3.43343 -0.06
N -1.27076 -1.34260 3.49167 -0.11
N 0.80882 0.74704 -3.95637 0.05
C -3.09438 -1.34612 -4.52173 -0.17
C 3.27453 0.98392 0.36947 -0.19
C -1.60792 2.86909 -3.50789 -0.01
C 0.72540 1.60374 -0.51328 -0.26
C -3.59697 -0.33238 -3.33566 -0.72
C -0.13791 -1.18229 1.12393 -0.28
C 0.02663 -1.00716 4.20869 -0.18
C 4.16810 -0.39428 0.64264 -0.24
C 0.26601 0.60813 4.43036 -0.33
C 3.67377 -1.23798 1.96190 -0.14
C -0.99655 -2.10399 2.18015 -0.18
C 2.09368 0.70035 -0.75586 -0.27
C -3.04420 -0.67649 -1.83575 -0.33
C 1.00251 0.96663 5.88470 -0.08
C -1.87819 2.44058 -2.11007 -0.15
B -0.00705 -0.16223 -3.05603 -0.58
H 0.96078 1.69681 -3.54741 0.03
H 2.55750 0.95614 -1.82080 0.11
H -2.50368 2.77170 -4.28724 0.09
H 4.09488 -1.10098 -0.30923 0.11
H 3.05275 -2.17741 1.59128 0.07
H 1.90581 -0.45644 -0.74981 0.09
H -2.53732 3.18253 -1.44724 0.11
H 0.62146 1.82966 0.65380 0.08
H -2.34816 -0.75099 -5.23888 0.11
H -0.57389 3.27595 -3.91511 0.11
H -0.37159 -3.06387 2.50946 0.13
H 1.60063 0.04623 6.32100 0.08
H 4.03362 1.73811 -0.15354 0.12
H -0.75316 1.19410 4.44307 0.15
H -3.98154 -1.69132 -5.24094 0.05
H -0.16035 -0.08323 1.52099 0.09
H -2.75964 -1.83603 -1.84340 0.10
H 0.98206 -1.42214 3.67322 0.11
H -1.92440 -1.88785 4.10145 0.11
H -2.00734 -2.41079 1.63568 0.13
H 1.78361 1.86152 5.76624 0.09
H 0.16986 0.92973 -4.78808 0.08
H 5.32226 -0.15965 0.79301 0.11
H 0.82086 2.60671 -1.15019 0.06
H 2.92381 -0.62254 2.65593 0.06
H 2.08100 1.26449 3.68779 0.09
H -2.52241 -2.29344 -4.13867 0.13
H 4.58931 -1.64332 2.57931 0.08
H 0.19157 1.34312 6.64922 0.09
H 0.84679 -1.84106 -3.86320 0.11
H -3.89755 -0.53911 -1.03486 0.07
H -3.43689 0.76708 -3.69745 0.05
H 0.03453 -1.48491 5.30171 0.13
H 2.85814 1.42632 1.37285 0.10
H 0.99583 -1.54214 1.22525 0.11
```

The charge is +1. The multiplicity is 2. The value obtained for the HOMO-LUMO gap (alpha / beta) is 4.990 / 4.994 eV. As for the strongest force on any atom: 7.91 eV/A. Its expectation value of S² is 0.85.

=====

4.
Entry from the Open Molecules 2025 dataset: a molecular structure, C15H35N6O3PRhS2 in a non-equilibrium geometry (ωB97M-V/def2-TZVPD).

XYZ file:
```
63
Properties=species:S:1:pos:R:3:lowdin_charge:R:1
Rh 0.60353 -0.54163 0.84178 0.60
S 2.53877 -0.91976 -0.46274 0.80
S -1.44836 -0.61957 1.96986 0.97
P -0.50792 -0.29941 -1.24095 0.57
O 0.31922 0.75041 -2.05198 -0.29
O -2.02264 0.13228 -1.16100 -0.26
O -0.56161 -1.63776 -2.04558 -0.25
N 1.25391 1.62436 0.68429 0.08
N 2.41805 1.75007 -0.09390 -0.06
N 4.04215 1.22307 -1.32655 0.10
N 4.08847 2.58223 -1.22231 0.19
N 1.35081 -0.60981 2.86979 -0.16
N 0.60176 -2.56970 1.06533 -0.20
C 0.01314 1.14983 -3.45917 -0.17
C 0.50681 0.26395 3.72877 -0.22
C 3.03822 0.68546 -0.65496 -0.67
C -3.97645 1.21734 -0.22864 -0.04
C -2.13490 -2.00664 -3.90580 -0.05
C 1.41421 -2.01921 3.35596 -0.13
C -0.97216 -0.10391 3.66292 -0.34
C 2.71983 4.28152 -0.04504 0.03
C 3.09482 2.91515 -0.47151 -0.28
C -1.74297 -2.40286 -2.50842 -0.21
C -1.62451 -2.44104 2.17030 -0.32
C -0.10144 2.64588 -3.53227 -0.04
C 1.56261 -2.93516 2.16442 -0.13
C -2.52815 1.38842 -0.60012 -0.25
C -0.77008 -3.15924 1.14910 -0.19
H 1.42729 -3.98578 2.42550 0.15
H -1.25225 -0.90784 4.34128 0.10
H 2.55973 -2.82153 1.73845 0.11
H -2.46933 -0.96968 -3.94855 0.08
H -0.69775 -4.22268 1.38705 0.15
H -2.41019 2.14038 -1.37873 0.12
H -1.31360 -2.15849 -4.60468 0.10
H 2.25085 -2.15486 4.04136 0.15
H 0.86425 0.24830 4.76108 0.15
H -4.56335 0.95772 -1.10808 0.10
H -0.89704 0.63832 -3.76515 0.11
H 0.62641 1.28478 3.36563 0.10
H 1.42193 2.10674 1.56613 0.13
H 2.89504 4.42332 1.02343 0.10
H -0.24791 2.93836 -4.57249 0.11
H -1.20025 -3.06398 0.15304 0.11
H 4.74441 0.74322 -1.87512 0.19
H 1.00914 -2.97368 0.22205 0.11
H 0.50975 -2.22511 3.92295 0.11
H 0.84767 0.76225 -4.03764 0.14
H 3.33934 4.99408 -0.58489 0.11
H -4.11379 0.44938 0.52962 0.07
H -0.95213 3.01808 -2.96131 0.07
H 1.67336 4.49816 -0.26844 0.09
H 2.29100 -0.22070 2.89028 0.14
H -2.55459 -2.24386 -1.79944 0.11
H -1.37872 -2.70407 3.19544 0.09
H -4.35955 2.16113 0.16068 0.10
H -2.97014 -2.62995 -4.22669 0.11
H -2.67721 -2.67303 2.01404 0.11
H 0.51065 2.13162 0.20120 0.12
H 0.81176 3.12812 -3.18144 0.08
H -1.58146 0.75828 3.92879 0.10
H -1.90427 1.66739 0.25799 0.08
H -1.41421 -3.43867 -2.46493 0.13
```

The charge is +3. The relative energy (zero: lowest compared OMol25 entry of this formula, charge and spin) comes out at 36.7 kJ/mol. The value obtained for the HOMO-LUMO gap is 8.118 eV. As for the strongest force on any atom: 1.04 eV/A.